Record 1
45
Properties=species:S:1:pos:R:3 method="wB97M-V/def2-TZVPD" s2=0.752 homo_energy_ev="-3.0263 / -3.0246" charge=-2 spin_multiplicity=2
Cu -0.045 -0.141 -0.065
O 4.599 -2.248 3.240
C 3.441 -1.800 2.663
C 2.695 -2.619 1.818
C 1.569 -2.085 1.211
N 1.214 -0.833 1.429
C 1.839 -0.071 2.304
C 2.982 -0.519 2.953
C 1.024 1.224 2.631
O 1.475 1.968 3.501
O -0.061 1.273 2.023
C 0.531 -2.855 0.386
O 0.681 -4.063 0.224
O -0.441 -2.143 0.011
H 4.785 -3.128 2.888
H 2.976 -3.645 1.624
H 3.492 0.115 3.659
O 2.463 0.056 -6.657
C 1.931 -0.953 -6.189
O 1.795 -2.081 -6.675
C 1.331 -0.787 -4.741
C 0.625 -1.827 -4.149
C 0.142 -1.678 -2.860
N 0.335 -0.568 -2.169
C 0.984 0.449 -2.724
C 1.497 0.381 -4.012
C 1.101 1.676 -1.842
O 1.490 2.740 -2.317
O 0.759 1.515 -0.629
H 0.467 -2.746 -4.693
H -0.402 -2.464 -2.354
H 2.021 1.230 -4.424
C -1.381 3.906 -0.606
N -1.937 3.204 0.512
C -2.042 3.681 1.793
C -2.536 2.695 2.569
N -2.754 1.614 1.753
C -2.313 1.906 0.502
S -2.408 0.883 -0.807
H -1.427 4.976 -0.412
H -1.956 3.664 -1.500
H -0.345 3.598 -0.771
H -1.741 4.677 2.046
H -2.752 2.674 3.617
H -2.881 0.662 2.052



Record 2
26
Properties=species:S:1:pos:R:3 method="wB97M-V/def2-TZVPD" homo_energy_ev=-12.4292 charge=+1
C -0.865 -0.540 1.026
N -1.435 0.705 0.525
C -0.950 1.248 -0.755
C -1.227 0.377 -2.001
S -0.002 -0.983 -2.189
C 0.418 -0.253 1.849
N 0.412 1.148 2.330
H -0.658 -1.314 0.300
H -1.608 -0.872 1.754
H -2.443 0.704 0.549
H 0.134 1.358 -0.719
H -1.502 2.184 -0.839
H -2.265 0.051 -1.977
H -1.064 1.020 -2.857
H 0.537 -0.509 -3.317
H 1.260 -0.415 1.207
H 0.565 -0.981 2.636
H 1.286 1.584 2.034
H 0.232 1.196 3.314
H -0.374 1.624 1.832
H -0.395 -3.820 1.048
H 0.452 -2.983 0.075
O 0.510 -3.643 0.767
H 3.144 2.500 -0.055
H 2.193 3.679 0.220
O 2.362 2.756 0.437



Record 3
21
Properties=species:S:1:pos:R:3 method="wB97M-V/def2-TZVPD" homo_energy_ev=-8.9292 charge=0 smiles=C[C@@H](CCS)NCO
C 1.427 -0.683 -1.069
C 0.154 0.092 -0.640
C -0.949 -0.822 0.136
C -0.441 -1.716 1.297
S -1.939 -2.657 1.782
N 0.579 1.200 0.129
C -0.290 2.348 -0.057
O -0.387 2.801 -1.495
H 1.754 -1.424 -0.397
H 1.417 -1.373 -1.980
H 2.315 -0.100 -1.368
H -0.242 0.345 -1.573
H -1.498 -1.569 -0.528
H -1.454 0.013 0.695
H 0.511 -2.156 0.830
H -0.083 -1.140 2.182
H -1.755 -2.425 3.163
H 1.571 1.348 0.219
H 0.295 3.338 0.381
H -1.318 2.208 0.486
H 0.335 2.373 -2.192



Record 4
10
Properties=species:S:1:pos:R:3 method="wB97M-V/def2-TZVPD" homo_energy_ev=-9.1827 charge=0 smiles=Br[C@]12C[C@@H]1C2
Br -2.998 -0.027 0.009
C -1.150 0.122 -0.190
C -0.368 -1.099 -0.218
C -0.040 0.026 0.740
C -0.062 1.143 -0.232
H 0.332 -1.291 -1.044
H -0.991 -1.972 0.315
H 0.013 0.118 1.750
H -0.305 2.139 0.072
H 0.616 1.101 -1.175



Record 5
15
Properties=species:S:1:pos:R:3 method="wB97M-V/def2-TZVPD" homo_energy_ev=-9.5320 charge=0
C 0.893 1.356 0.059
C 0.955 -0.080 -0.429
N -1.091 -1.459 -1.740
H 1.526 1.334 0.963
H 1.301 1.951 -0.700
H -0.184 1.369 0.272
H 1.017 -0.262 -1.493
H 1.164 -0.891 0.067
H -1.435 -0.460 -1.606
H -0.971 -1.632 -0.796
H -0.164 -1.442 -2.126
O -0.535 -0.701 0.933
C -0.835 0.049 1.891
O -1.297 1.192 1.914
H -0.343 -0.324 2.791



Record 6
250
Properties=species:S:1:pos:R:3 method="wB97M-V/def2-TZVPD" homo_energy_ev=-7.8480 charge=0 smiles=CC1(C)CCCC(C)(C)N1O.CC1(C)CCCC(C)(C)N1O.CC1(C)CCCC(C)(C)N1O.CC1(C)CCCC(C)(C)N1O.CC1(C)CCCC(C)(C)N1O.CC1(C)CCCC(C)(C)N1O.COC[C@H](C)N.COC[C@H](C)N.CCO.CCO.CCO.CCO
C 6.638 14.200 5.834
C 7.301 15.397 6.620
C 7.474 16.597 5.627
C 6.306 15.938 7.696
C 6.200 15.105 8.932
C 7.611 14.898 9.576
C 8.548 14.320 8.509
C 9.954 14.436 9.156
C 8.141 12.849 8.373
N 8.520 15.004 7.231
O 9.547 14.770 6.366
H 7.416 13.793 5.189
H 6.072 13.459 6.399
H 5.999 14.745 5.138
H 6.530 16.909 5.181
H 8.017 17.470 5.989
H 7.951 16.233 4.717
H 6.737 16.883 8.026
H 5.356 16.048 7.174
H 5.630 15.682 9.661
H 5.688 14.205 8.591
H 7.381 14.213 10.392
H 7.906 15.865 9.984
H 10.222 15.460 9.413
H 10.779 14.195 8.487
H 10.091 13.855 10.068
H 7.087 12.671 8.162
H 8.257 12.301 9.308
H 8.745 12.372 7.601
H 10.037 15.582 6.517
C 12.636 20.365 1.051
C 13.045 18.845 0.970
C 11.820 17.927 0.585
C 14.006 18.585 -0.160
C 15.456 19.174 0.090
C 15.989 18.545 1.381
C 15.100 18.816 2.606
C 15.663 17.931 3.806
C 15.174 20.248 3.083
N 13.704 18.346 2.244
O 12.778 18.236 3.288
H 12.290 20.657 2.043
H 13.505 20.974 0.802
H 11.777 20.533 0.402
H 10.849 18.317 0.891
H 11.712 17.758 -0.487
H 11.885 16.884 0.898
H 14.083 17.528 -0.413
H 13.704 19.130 -1.055
H 16.089 18.852 -0.737
H 15.398 20.256 0.210
H 16.960 18.995 1.590
H 16.097 17.477 1.191
H 15.088 18.067 4.722
H 16.708 18.170 4.006
H 15.647 16.866 3.574
H 14.682 20.908 2.368
H 16.146 20.739 3.098
H 14.795 20.536 4.064
H 12.775 19.172 3.503
C 23.363 20.637 0.035
C 23.111 21.729 -1.040
C 21.645 21.658 -1.405
C 23.322 23.130 -0.358
C 24.744 23.416 -0.132
C 25.470 23.500 -1.460
C 25.334 22.178 -2.401
C 25.590 22.607 -3.788
C 26.304 21.109 -1.904
N 23.929 21.680 -2.326
O 23.601 20.506 -3.049
H 22.783 20.701 0.956
H 23.171 19.643 -0.368
H 24.345 20.564 0.503
H 21.377 22.391 -2.166
H 21.315 20.658 -1.687
H 20.907 21.971 -0.667
H 22.814 23.912 -0.921
H 22.871 23.092 0.634
H 24.853 24.358 0.406
H 25.368 22.712 0.418
H 26.526 23.642 -1.230
H 25.133 24.337 -2.072
H 25.030 23.485 -4.111
H 25.321 21.855 -4.529
H 26.656 22.737 -3.974
H 25.966 20.766 -0.926
H 27.341 21.444 -1.877
H 26.397 20.192 -2.487
H 22.951 20.901 -3.636
C 23.775 23.718 7.913
C 22.593 22.812 8.097
C 21.495 23.632 8.845
C 21.971 22.580 6.685
C 20.922 21.505 6.701
C 21.466 20.181 7.156
C 22.091 20.262 8.577
C 20.963 20.222 9.667
C 22.927 18.941 8.673
N 22.937 21.462 8.665
O 23.532 21.539 9.943
H 24.512 23.095 7.406
H 23.622 24.590 7.277
H 24.210 24.075 8.846
H 21.221 24.634 8.515
H 20.546 23.101 8.766
H 21.752 23.677 9.903
H 21.442 23.465 6.332
H 22.725 22.302 5.948
H 20.015 21.823 7.215
H 20.545 21.364 5.688
H 22.248 19.918 6.444
H 20.756 19.357 7.077
H 21.358 20.461 10.655
H 20.507 19.233 9.718
H 20.201 20.941 9.367
H 23.179 18.776 9.721
H 23.876 18.863 8.143
H 22.303 18.095 8.387
H 24.206 20.869 9.809
C 8.704 20.441 -5.301
C 9.511 20.521 -6.636
C 10.771 21.413 -6.512
C 9.982 19.068 -6.917
C 10.359 18.769 -8.370
C 9.197 19.166 -9.337
C 8.696 20.635 -9.121
C 9.694 21.592 -9.757
C 7.345 20.730 -9.908
N 8.555 20.938 -7.648
O 7.937 22.192 -7.434
H 8.391 21.460 -5.073
H 7.857 19.765 -5.410
H 9.126 20.121 -4.348
H 10.554 22.480 -6.459
H 11.327 21.134 -5.617
H 11.453 21.385 -7.362
H 10.851 18.831 -6.302
H 9.200 18.364 -6.630
H 11.347 19.178 -8.580
H 10.494 17.692 -8.474
H 8.384 18.445 -9.256
H 9.595 19.036 -10.344
H 10.729 21.395 -9.476
H 9.334 22.568 -9.431
H 9.758 21.623 -10.844
H 6.557 20.241 -9.335
H 7.361 20.176 -10.846
H 7.150 21.741 -10.263
H 7.072 21.967 -7.086
C 8.142 12.911 -1.251
C 8.156 12.268 -2.638
C 7.185 11.060 -3.007
C 7.743 13.428 -3.643
C 8.094 13.197 -5.136
C 9.564 12.894 -5.283
C 10.043 11.695 -4.330
C 9.686 10.336 -4.968
C 11.581 11.869 -4.354
N 9.618 11.947 -2.941
O 10.105 10.966 -2.015
H 8.730 13.828 -1.280
H 7.135 13.195 -0.947
H 8.556 12.247 -0.492
H 6.135 11.344 -3.084
H 7.322 10.637 -4.002
H 7.225 10.375 -2.160
H 6.677 13.659 -3.648
H 8.193 14.376 -3.349
H 7.642 12.280 -5.513
H 7.864 14.035 -5.794
H 10.114 13.829 -5.174
H 9.758 12.624 -6.321
H 9.678 9.603 -4.161
H 10.427 10.043 -5.711
H 8.739 10.458 -5.494
H 11.721 12.903 -4.038
H 12.113 11.708 -5.291
H 12.142 11.341 -3.582
H 10.873 11.411 -1.648
C 14.707 23.032 8.433
O 13.950 23.487 7.320
C 14.345 24.780 6.841
C 13.220 25.611 6.227
C 12.524 24.985 5.088
N 13.720 26.938 5.775
H 15.753 22.984 8.132
H 14.456 22.006 8.702
H 14.472 23.674 9.282
H 14.868 25.365 7.597
H 15.172 24.549 6.170
H 12.575 25.856 7.072
H 11.743 25.646 4.711
H 12.168 23.982 5.323
H 13.079 24.805 4.167
H 14.308 26.619 5.018
H 12.997 27.497 5.346
C 17.099 15.779 -4.420
O 17.966 14.931 -5.057
C 18.433 13.835 -4.274
C 19.619 14.076 -3.289
C 19.520 15.199 -2.237
N 20.733 14.325 -4.176
H 16.038 15.556 -4.528
H 17.202 16.842 -4.638
H 17.260 15.697 -3.345
H 17.628 13.419 -3.667
H 18.692 13.066 -5.001
H 19.884 13.203 -2.692
H 18.580 15.033 -1.710
H 19.450 16.220 -2.613
H 20.359 15.177 -1.541
H 20.409 15.119 -4.709
H 21.432 14.698 -3.550
C 4.592 19.235 -0.232
C 5.008 20.629 0.225
O 4.680 20.737 1.605
H 4.922 19.130 -1.266
H 3.537 18.963 -0.230
H 5.072 18.495 0.409
H 4.538 21.367 -0.426
H 6.063 20.902 0.210
H 5.464 20.757 2.158
C 10.114 21.485 10.121
C 10.377 20.361 9.136
O 10.775 20.866 7.856
H 9.655 21.231 11.076
H 9.452 22.219 9.660
H 11.033 22.026 10.343
H 9.566 19.633 9.118
H 11.261 19.833 9.493
H 11.572 21.400 7.904
C 13.333 12.386 2.304
C 14.670 12.848 1.741
O 14.849 12.325 0.408
H 13.155 11.326 2.122
H 12.531 12.945 1.823
H 13.274 12.596 3.372
H 15.483 12.791 2.464
H 14.460 13.888 1.492
H 15.541 11.666 0.503
C 9.419 25.593 -1.601
C 9.727 27.046 -1.196
O 10.602 27.747 -2.087
H 9.502 25.451 -2.679
H 8.580 25.119 -1.092
H 10.267 25.003 -1.254
H 9.942 27.138 -0.131
H 8.748 27.503 -1.340
H 11.256 28.151 -1.513



Record 7
37
Properties=species:S:1:pos:R:3 method="wB97M-V/def2-TZVPD" s2=3.757 homo_energy_ev="-17.9480 / -17.6083" charge=+3 spin_multiplicity=4
O -2.655 1.843 3.391
B -1.855 0.835 2.941
O -1.803 -0.403 3.531
C -1.021 1.105 1.596
Si -1.138 -0.258 0.359
C 0.031 -0.062 -1.151
O 0.597 1.265 -1.337
C 1.853 1.275 -1.862
C 2.852 1.998 -1.202
C 4.170 2.015 -1.682
C 4.477 1.298 -2.814
C 3.482 0.605 -3.490
C 2.175 0.590 -3.020
C -0.826 -1.968 1.066
O -2.106 -2.519 1.352
C -2.178 -3.832 1.791
F -2.840 -3.867 2.938
F -2.834 -4.554 0.881
F -0.957 -4.342 1.960
P -3.299 -0.310 -0.464
S -4.582 -1.012 0.932
H -2.435 2.219 4.249
H -1.291 -0.486 4.341
H 0.029 1.231 1.868
H -1.371 2.058 1.200
H -0.461 -0.393 -2.066
H 0.847 -0.766 -0.974
H 2.548 2.497 -0.284
H 4.934 2.544 -1.123
H 5.496 1.266 -3.166
H 3.719 0.049 -4.384
H 1.405 0.034 -3.533
H -0.233 -1.832 1.969
H -0.283 -2.575 0.342
H -3.691 0.965 -0.883
H -3.293 -1.087 -1.629
Er 2.537 4.573 -1.645



Record 8
12
Properties=species:S:1:pos:R:3 method="wB97M-V/def2-TZVPD" s2=12.023 homo_energy_ev="-19.7133 / -23.3127" charge=+3 spin_multiplicity=7
H -1.320 -0.446 -1.016
C -0.473 0.374 -0.785
C -1.481 1.210 -0.528
O -2.262 1.748 0.181
Fe -4.140 2.488 0.291
H 0.101 0.514 -1.704
O 2.806 -0.056 0.582
C 1.746 -0.664 0.559
C 0.894 -1.619 0.806
H 3.020 0.468 -0.222
H 0.214 -1.501 1.657
H 0.895 -2.517 0.180